50
Properties=species:S:1:pos:R:3:forces:R:3 method="wB97M-V/def2-TZVPD" total_charge=-1 e_lumo_ev=2.5 fmax_ev_per_a=1.19 energy_ev=-209786.980 e_above_lowest_kj_mol=32.66 homo_lumo_gap_ev=6.569
Zn 0.228 0.350 -0.213 -0.1 1.0 -0.7
C -1.698 -3.462 0.393 0.3 0.3 0.0
C -1.330 -2.011 0.474 0.9 -0.7 0.1
N -0.113 -1.583 0.472 -0.5 0.3 -0.1
N 0.939 -2.404 0.408 0.0 -1.1 0.2
C 2.041 -1.753 0.036 -0.3 0.1 -0.1
O 2.111 -0.542 -0.267 0.3 0.2 0.1
C 3.239 -2.617 -0.135 0.2 0.0 0.0
C 3.528 -3.657 0.740 -0.1 0.1 0.0
C 4.630 -4.464 0.517 0.1 -0.1 0.1
C 5.439 -4.247 -0.588 0.1 -0.1 0.0
C 5.152 -3.212 -1.463 0.1 0.0 -0.1
C 4.069 -2.387 -1.228 -0.2 0.1 0.1
C -2.349 -0.979 0.508 -0.9 0.6 0.0
C -3.725 -1.249 0.546 0.4 -0.1 0.0
C -4.616 -0.194 0.528 0.0 0.2 0.0
C -4.133 1.106 0.483 -0.1 -0.3 0.0
C -2.760 1.285 0.452 -0.3 0.3 0.0
N -1.906 0.284 0.461 -0.1 -0.4 0.1
H -0.811 -4.022 0.115 0.0 -0.1 0.0
H -2.473 -3.619 -0.355 -0.1 0.0 0.0
H -2.055 -3.813 1.359 -0.1 -0.2 0.1
H 2.887 -3.823 1.593 -0.1 0.0 0.0
H 4.859 -5.271 1.200 0.0 0.0 0.0
H 6.294 -4.886 -0.768 0.0 0.0 0.0
H 5.776 -3.054 -2.333 0.0 0.1 0.0
H 3.837 -1.568 -1.893 0.0 0.1 0.0
H -4.079 -2.268 0.591 0.0 -0.1 0.0
H -5.681 -0.382 0.547 -0.1 0.0 0.0
H -4.798 1.956 0.474 0.0 0.1 0.0
H -2.316 2.271 0.420 0.1 0.1 0.0
O 1.622 4.914 -3.595 0.4 0.4 0.0
C 0.734 3.857 -3.899 -0.5 -0.4 -0.1
C 0.654 2.831 -2.742 0.3 0.2 -0.3
C 2.012 2.104 -2.680 -0.2 0.3 0.6
O 2.287 1.332 -3.818 0.1 -0.2 -0.6
C 0.418 3.636 -1.467 0.1 -0.1 0.4
Se 0.533 2.751 0.314 0.0 -0.3 -0.1
C -0.529 1.923 -3.109 -0.2 -0.4 0.0
Se -0.475 0.000 -2.626 0.3 0.1 0.3
H 2.030 5.218 -4.408 0.0 0.0 0.0
H 1.065 3.314 -4.792 0.0 0.0 0.0
H -0.270 4.271 -4.090 0.1 -0.1 0.0
H 2.065 1.497 -1.766 0.0 0.1 -0.2
H 2.796 2.864 -2.620 0.0 0.0 0.1
H 1.670 0.581 -3.800 0.0 -0.1 0.1
H -0.571 4.102 -1.504 0.1 0.0 -0.1
H 1.169 4.424 -1.411 -0.2 0.0 0.0
H -0.663 1.901 -4.195 0.0 0.1 0.1
H -1.445 2.314 -2.665 0.0 0.1 -0.1


20
Properties=species:S:1:pos:R:3:forces:R:3 method="wB97M-V/def2-TZVPD" e_lumo_ev="1.1 / 1.0" fmax_ev_per_a=7.29 energy_ev=-6899.480 e_above_lowest_kj_mol=86.98 spin_multiplicity=2 homo_lumo_gap_ev="6.355 / 11.844"
C -0.909 0.017 -0.600 0.3 0.1 -0.7
C -0.548 -1.255 0.164 0.1 -0.5 -0.5
C -0.157 -1.029 1.610 1.3 1.3 1.6
C 0.516 -2.276 2.190 -0.9 -0.4 0.6
H -1.744 0.648 -0.225 0.4 -0.7 0.1
H -1.143 -0.254 -1.663 0.1 0.4 0.9
H -0.018 0.691 -0.633 -0.8 -0.7 0.1
H 0.328 -1.749 -0.402 -1.2 0.6 0.9
H -1.383 -2.000 0.180 0.5 0.5 -0.3
H -1.007 -0.736 2.302 0.6 -0.3 -1.1
H 0.617 -0.162 1.743 -1.4 -1.2 -0.5
H -0.063 -3.175 1.961 0.1 0.0 -0.6
H 0.476 -2.326 3.279 0.4 0.5 0.1
H 1.537 -2.392 1.851 0.2 -0.1 -0.1
C 0.023 2.340 -2.038 -4.9 -2.6 -1.5
N 1.111 2.988 -1.843 6.4 3.3 0.7
H 0.080 1.502 -2.753 -0.4 0.7 0.6
H -0.895 2.650 -1.531 0.4 -0.3 -0.4
H 1.211 3.811 -1.228 -0.2 -1.0 -0.8
H 1.967 2.706 -2.364 -1.2 0.6 0.9


56
Properties=species:S:1:pos:R:3:forces:R:3 method="wB97M-V/def2-TZVPD" e_lumo_ev=-0.7 fmax_ev_per_a=2.72 energy_ev=-44276.623 homo_lumo_gap_ev=5.591
C -5.934 0.513 2.442 0.6 0.0 0.1
C -4.563 0.704 2.406 -0.7 -0.1 0.0
C -3.684 -0.406 2.373 -0.4 -0.8 0.0
C -4.218 -1.750 2.470 0.4 0.8 -0.1
C -5.620 -1.904 2.524 -0.5 0.5 0.1
C -6.465 -0.798 2.495 0.3 -0.6 0.0
C -3.314 -2.854 2.467 0.2 0.2 -0.1
C -1.970 -2.667 2.246 -0.5 0.5 -0.2
C -1.460 -1.348 2.002 -2.2 1.0 1.2
S 0.123 -1.052 1.563 2.0 0.4 -0.5
C -2.308 -0.235 2.181 0.6 -1.1 -0.2
H -6.604 1.373 2.430 0.2 -0.2 0.0
H -4.120 1.701 2.374 -0.2 -0.2 -0.1
H -6.017 -2.921 2.571 0.0 0.3 0.0
H -7.546 -0.944 2.510 0.3 0.0 0.0
H -3.724 -3.854 2.625 0.1 0.2 0.0
H -1.256 -3.486 2.234 -0.2 0.0 0.0
H -1.877 0.763 2.111 -0.1 -0.2 0.0
C 2.290 -4.683 -0.343 -0.2 -0.3 -0.1
N 2.225 -3.256 -0.587 -0.5 0.2 -0.3
C 1.068 -2.554 -0.706 1.2 0.6 -0.4
C 1.362 -1.193 -0.961 0.2 -0.4 -0.1
C 0.399 -0.157 -0.821 -0.6 -1.9 0.7
C 0.662 1.239 -0.909 0.7 2.2 0.8
C 1.433 1.998 -0.010 -1.0 -0.7 -1.2
N 1.354 3.320 -0.336 -0.1 -0.1 -0.1
C 2.014 4.384 0.388 0.2 0.0 0.3
C 0.556 3.479 -1.472 0.5 -0.6 0.4
C 0.096 2.196 -1.865 0.5 0.0 0.7
C -0.618 2.073 -3.055 -0.2 0.5 -0.3
C -0.859 3.231 -3.817 0.0 -0.6 0.3
C -0.402 4.492 -3.399 0.4 0.0 0.6
C 0.324 4.632 -2.206 -0.5 -0.1 -0.6
C 2.820 -1.090 -0.993 -0.3 -0.9 0.4
C 3.322 -2.403 -0.757 -0.5 0.4 0.4
C 4.666 -2.686 -0.568 0.3 0.4 -0.3
C 5.569 -1.618 -0.691 -0.4 -0.3 -0.1
C 5.103 -0.317 -0.943 -0.5 0.0 0.0
C 3.728 -0.043 -1.069 0.9 0.1 -0.1
H 3.319 -4.975 -0.133 -0.2 0.0 0.0
H 1.649 -4.962 0.504 0.2 0.2 -0.1
H 1.940 -5.246 -1.219 0.2 0.2 0.1
H 0.103 -3.031 -0.574 0.2 0.1 0.0
H -0.654 -0.448 -0.913 0.4 0.0 -0.3
H 1.993 1.649 0.857 -0.3 0.2 -0.2
H 1.814 5.332 -0.111 0.1 -0.1 0.2
H 1.655 4.437 1.424 0.0 0.0 -0.3
H 3.099 4.220 0.425 -0.2 0.1 -0.1
H -0.965 1.086 -3.367 0.0 0.3 -0.1
H -1.418 3.148 -4.751 0.2 0.0 0.3
H -0.598 5.374 -4.007 0.0 -0.2 0.1
H 0.710 5.582 -1.847 -0.2 0.0 -0.3
H 4.976 -3.705 -0.339 0.2 0.3 -0.1
H 6.640 -1.808 -0.605 -0.3 0.1 0.1
H 5.822 0.501 -1.026 -0.2 -0.3 0.0
H 3.363 0.969 -1.219 0.3 -0.2 0.0


103
Properties=species:S:1:pos:R:3:forces:R:3 method="wB97M-V/def2-TZVPD" total_charge=+1 e_lumo_ev=-4.3 fmax_ev_per_a=2.01 energy_ev=-117325.275 e_above_lowest_kj_mol=0.00 homo_lumo_gap_ev=6.783
C -2.013 0.895 -1.356 -0.7 0.2 -0.7
C -3.506 0.786 -0.996 0.0 -0.8 0.2
P -4.453 0.957 -2.544 0.3 1.5 -0.7
C -4.076 -0.545 -3.536 -0.4 -0.3 1.2
C -4.055 -1.846 -2.723 -0.1 -0.1 -0.5
C -6.243 0.750 -2.140 -0.1 -0.4 0.2
C -7.219 1.914 -2.373 0.8 -0.1 0.8
N -8.427 1.385 -1.645 0.0 -1.2 -1.6
C -8.046 0.307 -0.967 0.3 0.7 0.8
N -8.909 -0.647 -0.557 -0.2 0.3 0.2
N -6.669 0.267 -0.779 -0.5 -0.7 -0.8
H -1.953 1.561 -2.222 0.3 0.2 0.1
H -1.433 1.328 -0.554 0.1 -0.2 0.1
H -1.632 -0.069 -1.673 0.2 -0.1 0.2
H -3.789 1.547 -0.271 -0.1 0.2 -0.1
H -3.710 -0.197 -0.565 0.0 0.0 0.3
H -4.879 -0.604 -4.270 0.2 0.2 -0.4
H -3.122 -0.340 -4.013 0.0 -0.1 -0.3
H -4.905 -1.882 -2.042 0.1 0.0 0.2
H -4.173 -2.701 -3.390 0.1 -0.1 0.0
H -3.126 -1.986 -2.177 0.0 0.1 0.2
H -6.601 -0.045 -2.806 0.2 -0.1 0.0
H -6.822 2.817 -1.917 -0.3 0.3 0.0
H -7.449 2.058 -3.421 -0.1 0.2 0.0
H -9.157 1.119 -2.303 -0.7 0.7 0.5
H -9.615 -0.439 0.131 -0.4 0.1 -0.5
H -8.806 -1.596 -0.876 0.6 -0.2 0.6
H -6.448 0.909 -0.016 0.5 -0.3 0.1
C -1.244 -0.576 3.701 0.1 -0.1 0.0
C 0.068 0.040 3.194 -0.1 0.0 0.0
C 0.683 -0.950 2.200 0.1 0.2 0.1
S -0.693 -1.860 1.483 0.2 0.4 0.3
O -0.607 -3.242 1.881 -0.1 -0.1 -0.3
O -0.841 -1.490 0.096 -0.1 -0.3 -0.1
C -1.975 -1.077 2.458 -0.1 0.1 0.2
H -1.845 0.148 4.249 0.0 0.0 0.0
H -1.028 -1.412 4.369 0.0 0.0 0.0
H -0.140 0.987 2.690 0.0 0.0 0.0
H 0.758 0.246 4.010 0.0 0.0 0.0
H 1.226 -0.455 1.397 0.0 -0.1 -0.1
H 1.327 -1.671 2.697 -0.1 -0.1 0.0
H -2.756 -1.806 2.667 0.0 -0.1 -0.1
H -2.376 -0.250 1.870 0.0 0.0 0.0
C 2.483 -6.465 4.195 -0.1 0.0 -0.1
C 2.780 -5.700 2.899 0.1 0.1 0.1
C 2.318 -4.252 3.111 0.0 -0.2 -0.3
S 2.460 -3.933 4.870 0.2 -0.2 -0.1
O 1.141 -3.694 5.409 0.0 0.1 0.0
O 3.527 -2.991 5.116 -0.1 0.1 0.1
C 2.990 -5.580 5.328 0.0 -0.2 0.0
H 2.967 -7.440 4.205 0.0 0.0 0.0
H 1.406 -6.618 4.301 0.0 0.0 0.0
H 3.853 -5.732 2.708 -0.3 0.1 0.0
H 2.277 -6.148 2.044 0.0 0.0 0.0
H 2.946 -3.541 2.577 0.0 0.1 0.1
H 1.275 -4.110 2.834 0.0 0.0 0.1
H 2.580 -5.828 6.304 0.0 0.1 0.0
H 4.079 -5.570 5.368 0.0 0.1 0.0
C 0.799 4.458 -2.969 0.1 -0.2 0.3
C 1.896 5.212 -2.206 0.0 0.0 0.0
C 1.786 4.817 -0.728 0.1 0.2 -0.1
S 1.091 3.161 -0.703 0.3 0.1 -0.2
O -0.208 3.212 -0.068 0.0 -0.1 0.1
O 2.082 2.213 -0.257 -0.2 -0.1 0.2
C 0.877 3.014 -2.473 -0.1 0.2 -0.2
H 0.935 4.514 -4.045 0.0 0.0 0.0
H -0.180 4.878 -2.738 0.0 0.0 0.0
H 2.874 4.918 -2.592 0.0 0.0 0.0
H 1.806 6.288 -2.332 0.0 0.0 0.0
H 2.751 4.789 -0.229 0.0 -0.1 0.1
H 1.104 5.465 -0.181 -0.1 -0.1 0.0
H -0.015 2.429 -2.677 0.0 -0.1 0.1
H 1.758 2.504 -2.863 0.0 0.0 0.1
C 8.897 -6.976 4.162 0.0 -0.1 -0.1
C 9.002 -7.224 2.650 0.0 0.0 0.0
C 7.814 -8.107 2.247 0.2 0.1 -0.1
S 6.503 -7.747 3.425 0.1 0.1 0.0
O 6.232 -8.927 4.204 -0.1 0.0 0.0
O 5.424 -7.050 2.763 0.2 -0.3 0.1
C 7.443 -6.596 4.422 0.2 0.1 0.1
H 9.576 -6.192 4.492 0.0 0.0 0.0
H 9.145 -7.889 4.706 0.0 0.0 0.0
H 8.949 -6.271 2.120 0.0 0.0 0.0
H 9.946 -7.695 2.383 0.0 0.0 0.0
H 7.449 -7.891 1.247 -0.1 0.0 0.0
H 8.045 -9.167 2.335 -0.1 0.0 0.1
H 7.138 -6.696 5.461 -0.1 0.0 0.0
H 7.220 -5.591 4.061 0.0 0.0 0.0
C -1.672 9.381 -5.855 0.0 0.0 0.1
C -1.939 9.827 -4.410 0.0 0.0 0.0
C -1.492 8.685 -3.488 -0.2 0.2 0.0
S -0.183 7.819 -4.368 -0.1 0.4 -0.2
O -0.639 6.486 -4.676 0.0 -0.1 0.0
O 1.077 8.036 -3.704 0.0 -0.2 0.0
C -0.260 8.804 -5.860 -0.1 0.1 -0.1
H -1.764 10.207 -6.558 0.0 0.0 0.0
H -2.389 8.610 -6.145 0.0 0.0 0.0
H -1.359 10.725 -4.193 0.0 0.0 0.0
H -2.988 10.069 -4.250 0.0 0.0 0.0
H -1.094 9.042 -2.542 0.1 -0.1 0.0
H -2.291 7.969 -3.308 0.1 -0.1 0.0
H -0.044 8.169 -6.716 0.1 -0.1 0.1
H 0.493 9.586 -5.773 0.0 0.0 0.0


13
Properties=species:S:1:pos:R:3:forces:R:3 method="wB97M-V/def2-TZVPD" total_charge=+1 e_lumo_ev=-7.7 fmax_ev_per_a=3.23 energy_ev=-14071.450 e_above_lowest_kj_mol=393.79 homo_lumo_gap_ev=3.700
C 2.347 -0.806 -0.566 -0.6 -1.6 -0.5
C 1.124 -0.700 0.071 0.0 -2.0 -1.3
C 2.260 1.085 0.507 -0.6 -0.2 0.1
N 3.048 0.291 -0.251 -1.3 0.7 0.6
N 1.095 0.444 0.743 0.1 3.1 0.8
Si -3.456 -0.067 -0.385 1.9 0.0 0.3
H 2.707 -1.552 -1.243 0.2 -0.2 0.0
H 0.249 -1.453 -0.015 1.7 1.4 0.4
H 2.658 2.124 0.653 -1.1 -1.2 0.7
H 3.958 0.577 -0.465 1.4 -0.1 -0.8
H -1.878 -0.253 -0.023 -2.2 0.3 -0.4
H -4.317 0.855 0.432 0.4 -0.5 -0.4
H -4.001 -0.758 -1.600 0.2 0.3 0.6


23
Properties=species:S:1:pos:R:3:forces:R:3 method="wB97M-V/def2-TZVPD" e_lumo_ev=-0.1 fmax_ev_per_a=14.59 energy_ev=-18029.696 e_above_lowest_kj_mol=1549.39 homo_lumo_gap_ev=6.449
C 0.233 -1.847 0.136 -1.8 -1.4 0.7
C -0.936 -1.135 0.732 1.3 -4.1 -0.6
C -1.419 -0.083 0.113 -5.3 -2.1 0.0
C 0.144 -0.200 -1.765 -2.0 -7.3 -4.6
C -0.680 1.631 0.135 -1.8 8.0 12.1
C 0.333 1.242 -0.618 5.5 1.8 -2.2
C 1.362 0.368 -0.065 2.7 3.6 1.8
C 1.296 0.066 1.280 -0.1 1.6 1.0
C 0.177 0.497 2.027 1.3 2.4 -4.3
H 1.408 -1.746 -1.578 0.5 -0.6 -0.3
H -1.343 -1.478 1.701 0.4 0.2 -1.0
H -2.277 0.456 0.486 -0.9 -1.2 -0.8
H -1.340 1.047 -1.639 -1.8 0.3 -1.1
H -1.530 2.351 -0.060 1.3 -0.9 -0.8
H 0.312 1.503 -1.692 2.5 3.2 1.0
H 1.972 -0.082 -0.865 1.5 1.9 2.0
H 2.103 -0.416 1.813 0.0 -0.4 -0.2
H -0.039 0.256 2.958 -0.5 -1.2 4.2
N 0.704 -1.265 -1.069 -3.5 -1.8 -2.8
N -0.900 0.381 -1.069 -1.2 -7.5 -7.9
N -0.794 1.190 1.398 2.2 4.3 2.6
O 0.714 -2.895 0.545 -0.1 1.4 -0.6
O 0.502 0.158 -2.903 -0.4 -0.4 1.8


104
Properties=species:S:1:pos:R:3:forces:R:3 method="wB97M-V/def2-TZVPD" total_charge=+1 e_lumo_ev="-3.4 / -3.4" fmax_ev_per_a=3.13 energy_ev=-85856.671 spin_multiplicity=3 homo_lumo_gap_ev="6.733 / 7.678"
C 4.397 -1.589 -0.032 -0.7 0.0 0.1
C 2.973 -1.620 -0.563 0.1 0.4 0.6
C 2.164 -0.490 0.086 -0.2 -0.1 -0.6
N 1.236 0.152 -0.881 -0.7 -0.4 0.7
N -0.132 0.172 -0.348 1.9 0.9 -0.4
C -1.053 0.388 -1.317 1.3 -0.5 0.6
N -0.679 0.192 -2.589 -1.1 0.1 -1.0
C -0.553 -1.204 -2.986 0.9 -0.4 -0.3
P 0.091 -1.193 -4.700 -0.1 0.8 -1.0
O 0.210 0.175 -5.148 -0.1 1.7 0.1
O -0.845 -2.024 -5.665 -0.2 -0.8 0.9
O 1.455 -1.951 -4.731 0.3 -1.1 0.5
N -2.248 0.728 -0.960 -2.0 0.9 -0.1
C -3.321 0.912 -1.976 0.7 0.4 0.3
C -3.277 2.312 -2.633 0.0 -0.4 -0.3
O -4.279 3.162 -2.205 -0.4 0.1 0.3
C -3.224 2.221 -4.184 -0.5 0.9 0.3
F -3.659 1.043 -4.644 0.1 -0.5 -0.2
F -3.995 3.156 -4.728 -0.2 0.1 -0.1
F -1.984 2.436 -4.610 0.5 -0.4 -0.1
C -2.576 0.940 0.410 0.0 3.1 -0.2
I -2.775 3.067 1.014 0.3 -1.5 -0.7
C -2.699 -0.050 1.247 -0.4 -0.8 1.1
C -2.510 -1.456 0.803 0.2 0.0 0.2
I -3.136 0.267 3.265 0.1 -0.1 -0.2
H 5.000 -2.381 -0.443 0.3 -0.2 -0.1
H 4.345 -1.675 1.045 0.2 -0.2 0.4
H 4.822 -0.621 -0.245 0.4 0.2 -0.2
H 2.502 -2.553 -0.285 -0.1 -0.4 -0.3
H 2.966 -1.492 -1.637 0.0 -0.1 -0.4
H 1.576 -0.882 0.905 -0.1 0.0 0.3
H 2.839 0.260 0.480 0.1 0.2 0.1
H 1.486 1.127 -0.976 0.2 0.1 -0.3
H -0.189 0.931 0.330 -0.4 -0.5 0.7
H -1.180 0.768 -3.259 0.2 -0.2 -0.2
H -1.438 -1.820 -2.846 -0.4 0.1 0.0
H 0.227 -1.654 -2.383 0.2 -0.1 0.3
H -1.717 -2.090 -5.252 -0.2 -0.2 -0.5
H 2.072 -1.506 -4.134 0.4 -0.1 -0.2
H -3.206 0.116 -2.694 -0.2 -0.2 -0.2
H -4.252 0.821 -1.448 -0.4 -0.2 0.2
H -2.351 2.781 -2.334 0.3 0.3 0.0
H -5.147 2.864 -2.502 0.0 0.0 -0.1
H -1.464 -1.711 0.925 0.2 -0.2 0.1
H -3.106 -2.113 1.407 -0.2 -0.4 0.1
H -2.759 -1.570 -0.242 -0.2 -0.2 -0.3
C -5.477 6.251 5.709 0.2 0.1 0.2
C -5.466 4.696 5.687 -0.4 1.6 -0.5
C -6.700 4.119 6.396 0.0 -0.5 0.5
C -6.625 4.094 7.920 0.1 0.1 -0.1
C -5.313 3.466 8.381 -0.5 -0.2 -0.2
C -4.096 4.157 7.773 0.6 1.1 1.1
N -4.189 4.192 6.279 -1.2 -1.7 0.3
O -3.921 3.024 5.806 0.7 0.0 -0.4
C -3.985 5.573 8.369 -0.1 0.2 -0.1
C -2.821 3.446 8.205 0.2 -0.4 -0.3
C -5.578 4.316 4.215 0.3 -0.5 -0.2
H -4.660 6.676 6.284 0.0 -0.1 0.1
H -5.351 6.660 4.706 -0.1 -0.1 -0.1
H -6.410 6.648 6.110 0.0 0.0 0.0
H -6.850 3.089 6.055 0.1 0.0 0.0
H -7.584 4.673 6.079 0.1 0.1 -0.1
H -6.738 5.102 8.326 0.1 0.0 0.0
H -7.462 3.515 8.313 0.0 0.0 0.0
H -5.244 3.506 9.469 0.1 0.1 0.0
H -5.310 2.404 8.113 0.1 0.0 -0.1
H -3.148 6.118 7.930 0.0 0.0 0.0
H -3.806 5.503 9.441 0.0 -0.1 0.0
H -4.884 6.172 8.250 0.0 0.0 0.0
H -2.825 2.389 7.942 0.0 0.0 -0.1
H -2.716 3.511 9.287 -0.1 0.1 0.0
H -1.943 3.909 7.753 0.0 0.0 0.0
H -4.689 4.623 3.660 0.0 0.0 0.0
H -6.439 4.824 3.782 0.0 0.1 0.1
H -5.722 3.246 4.070 0.1 0.0 0.0
C 8.054 -5.192 -4.045 0.0 0.1 -0.3
C 6.828 -4.562 -3.325 1.5 -0.9 -0.1
C 5.715 -5.598 -3.104 -0.6 0.0 -0.2
C 4.842 -5.891 -4.322 0.1 0.1 0.0
C 4.342 -4.591 -4.947 -0.1 -0.3 0.4
C 5.486 -3.642 -5.293 0.4 -0.3 -1.6
N 6.343 -3.378 -4.097 -1.8 -0.3 1.1
O 5.732 -2.560 -3.308 0.3 0.6 0.0
C 6.291 -4.252 -6.456 0.2 -0.2 0.1
C 4.937 -2.334 -5.840 -0.1 0.4 0.3
C 7.339 -4.153 -1.949 -0.2 0.5 0.2
H 8.229 -4.776 -5.032 -0.1 0.0 0.0
H 8.974 -4.997 -3.496 -0.1 0.0 0.1
H 7.956 -6.273 -4.150 0.0 0.0 0.0
H 5.058 -5.240 -2.304 0.0 0.1 0.0
H 6.160 -6.524 -2.737 0.1 0.1 0.0
H 5.391 -6.489 -5.054 0.0 0.1 0.0
H 3.988 -6.499 -4.017 0.0 0.0 0.0
H 3.768 -4.808 -5.850 0.1 0.1 -0.1
H 3.649 -4.102 -4.253 0.1 0.1 0.0
H 7.146 -3.625 -6.710 0.0 0.0 0.0
H 5.658 -4.322 -7.340 -0.1 0.1 0.0
H 6.651 -5.259 -6.259 0.0 0.0 0.0
H 4.251 -1.855 -5.144 0.1 0.0 0.1
H 4.386 -2.513 -6.762 0.0 -0.2 0.0
H 5.740 -1.631 -6.065 0.0 0.0 0.1
H 8.076 -3.353 -2.021 0.0 0.0 0.0
H 7.817 -5.013 -1.480 0.0 -0.1 -0.1
H 6.539 -3.824 -1.288 0.0 0.1 -0.1


11
Properties=species:S:1:pos:R:3:forces:R:3 method="wB97M-V/def2-TZVPD" e_lumo_ev=0.0 fmax_ev_per_a=4.61 energy_ev=-14204.516 e_above_lowest_kj_mol=265.00 homo_lumo_gap_ev=10.167
N -0.673 1.923 -1.097 0.1 1.7 1.6
C -0.478 0.751 -0.536 0.5 1.7 0.0
N 0.149 0.500 0.544 1.0 -2.5 1.4
C 0.222 -0.919 0.435 -1.3 3.6 -1.9
N 0.954 -1.619 1.467 -4.2 0.8 0.9
O 0.295 -1.758 2.474 -0.3 -0.3 0.5
O 2.066 -1.878 1.310 4.4 -1.1 -0.9
N -0.361 -1.360 -0.634 0.6 -2.4 0.8
O -0.867 -0.246 -1.281 0.2 -1.6 0.3
H -0.327 2.779 -0.676 -0.2 -0.5 -0.4
H -0.980 1.828 -2.005 -0.7 0.8 -2.2